Entry 1:
Entry from the Open Molecules 2025 dataset: a structure of composition C4H6I2 (ωB97M-V/def2-TZVPD).

Element x y z (Å)
1 C -1.43 -0.88 1.36
2 C -0.63 -0.37 0.46
3 C 1.14 0.31 -1.24
4 C 0.06 -0.48 -0.62
5 I 1.33 1.59 1.84
6 I -1.19 -1.66 -2.07
7 H -2.18 -0.17 1.87
8 H -1.24 -1.80 1.79
9 H 2.07 0.15 -0.80
10 H 1.16 0.11 -2.33
11 H 0.63 1.30 -1.20
12 H 0.30 1.89 0.93

Its LUMO energy is -0.01612 hartree. For the orbital gap, the calculation gives 8.39 eV. For the HOMO energy, the calculation gives -8.827 eV. The value obtained for the max |F| is 6.71 eV/Å. The calculated total energy is -751.2574 a.u.

For reference, the natural (NBO) charges in units of e are: -0.41, -0.05, -0.69, -0.09, -0.02, 0.04, 0.21, 0.22, 0.24, 0.24, 0.24, 0.06

Entry 2:
Entry from the Open Molecules 2025 dataset: a structure of composition C30H27Br2CaN7S2 (ωB97M-V/def2-TZVPD).

Element x y z (Å)
1 Ca 0.33 0.28 0.85
2 C -1.38 4.23 3.04
3 C -0.98 3.12 2.12
4 N -0.92 1.87 2.41
5 N -1.31 1.49 3.67
6 C -1.39 0.17 4.02
7 N -1.97 -0.07 5.19
8 S -0.82 -1.10 3.08
9 C -0.65 3.48 0.71
10 C -0.80 4.78 0.25
11 C -0.55 5.06 -1.09
12 C -0.18 4.03 -1.93
13 C -0.05 2.76 -1.39
14 N -0.28 2.48 -0.11
15 H -1.43 3.97 4.09
16 H -2.35 4.64 2.74
17 H -0.65 5.04 2.97
18 H -1.76 2.18 4.25
19 H -2.40 0.65 5.76
20 H -2.04 -1.02 5.51
21 H -1.11 5.57 0.91
22 H -0.66 6.07 -1.46
23 H 0.02 4.20 -2.98
24 H 0.23 1.92 -2.02
25 Br 6.31 0.50 4.83
26 C 4.74 0.59 3.82
27 C 3.51 0.74 4.44
28 C 2.39 0.77 3.63
29 N 2.42 0.67 2.31
30 C 3.61 0.54 1.72
31 C 4.80 0.48 2.44
32 C 3.62 0.43 0.23
33 C 4.77 0.70 -0.50
34 C 4.74 0.56 -1.89
35 Br 6.26 0.92 -2.90
36 C 3.56 0.16 -2.49
37 C 2.46 -0.07 -1.68
38 N 2.47 0.07 -0.36
39 H 3.42 0.83 5.51
40 H 1.40 0.87 4.08
41 H 5.75 0.32 1.95
42 H 5.68 1.03 -0.02
43 H 3.48 0.04 -3.57
44 H 1.52 -0.37 -2.13
45 N -1.02 -0.94 -0.66
46 S -0.73 -2.26 -1.53
47 C -1.86 -3.54 -0.99
48 C -2.53 -3.39 0.22
49 C -3.36 -4.42 0.65
50 C -3.50 -5.57 -0.11
51 C -2.81 -5.71 -1.31
52 C -1.98 -4.69 -1.76
53 C -1.30 -2.02 -3.20
54 C -0.34 -2.06 -4.20
55 C -0.74 -1.86 -5.52
56 C -2.07 -1.62 -5.81
57 C -3.02 -1.59 -4.79
58 C -2.64 -1.79 -3.48
59 H -2.00 -0.68 -0.74
60 H -2.40 -2.50 0.81
61 H -3.89 -4.32 1.58
62 H -4.14 -6.37 0.23
63 H -2.91 -6.61 -1.90
64 H -1.45 -4.79 -2.69
65 H 0.69 -2.27 -3.96
66 H -0.01 -1.90 -6.31
67 H -2.38 -1.47 -6.83
68 H -4.06 -1.42 -5.03
69 H -3.38 -1.80 -2.68

Its LUMO energy is -0.20654 hartree. The net charge is +2. For the orbital gap, the calculation gives 8.04 eV. For the HOMO energy, the calculation gives -13.664 eV. The value obtained for the max |F| is 0.29 eV/Å. The calculated total energy is -8164.3817 a.u.

For reference, the natural (NBO) charges in units of e are: 1.76, -0.70, 0.27, -0.31, -0.44, 0.31, -0.75, -0.30, 0.14, -0.21, -0.12, -0.23, 0.07, -0.53, 0.22, 0.27, 0.26, 0.39, 0.41, 0.44, 0.24, 0.25, 0.25, 0.21, 0.17, -0.03, -0.27, 0.08, -0.54, 0.18, -0.25, 0.19, -0.25, -0.04, 0.17, -0.26, 0.06, -0.56, 0.25, 0.20, 0.25, 0.25, 0.25, 0.20, -1.30, 1.09, -0.18, -0.25, -0.19, -0.18, -0.17, -0.24, -0.19, -0.24, -0.19, -0.17, -0.19, -0.23, 0.37, 0.23, 0.23, 0.24, 0.24, 0.23, 0.22, 0.23, 0.24, 0.24, 0.23

Entry 3:
Entry from the Open Molecules 2025 dataset: the molecule C4H8N2 (ωB97M-V/def2-TZVPD).

Element x y z (Å)
1 C 0.89 -1.16 -0.72
2 N 0.37 0.06 -0.18
3 C 0.69 0.42 1.16
4 C -0.98 0.30 -0.68
5 C -1.85 1.16 0.14
6 N -2.50 1.87 0.78
7 H 1.98 -1.16 -0.65
8 H 0.62 -1.25 -1.78
9 H 0.48 -2.05 -0.20
10 H 0.28 -0.30 1.89
11 H 0.29 1.41 1.38
12 H 1.78 0.47 1.24
13 H -1.54 -0.63 -0.93
14 H -0.49 0.87 -1.46

Its LUMO energy is 0.02953 hartree. The SMILES is CN(C)CC#N. For the orbital gap, the calculation gives 9.39 eV. For the HOMO energy, the calculation gives -8.590 eV. The value obtained for the max |F| is 2.69 eV/Å. The calculated total energy is -266.6579 a.u.

For reference, the natural (NBO) charges in units of e are: -0.41, -0.44, -0.41, -0.37, 0.27, -0.31, 0.21, 0.20, 0.16, 0.16, 0.22, 0.20, 0.23, 0.29

Entry 4:
Entry from the Open Molecules 2025 dataset: the molecule C3H5NO3 (ωB97M-V/def2-TZVPD).

Element x y z (Å)
1 N -0.29 0.83 0.97
2 C 0.20 -0.44 1.18
3 O 0.40 -1.01 2.24
4 C 0.53 -1.11 -0.16
5 O -0.46 -0.70 -1.12
6 C -0.59 0.59 -1.40
7 O 0.28 1.45 -1.34
8 H 0.28 1.39 0.16
9 H -0.74 1.21 1.80
10 H 1.54 -0.83 -0.48
11 H 0.44 -2.19 -0.08
12 H -1.59 0.80 -1.77

Its LUMO energy is 0.02593 hartree. The SMILES is NC(=O)COC=O. For the orbital gap, the calculation gives 10.76 eV. For the HOMO energy, the calculation gives -10.055 eV. The value obtained for the max |F| is 3.58 eV/Å. The calculated total energy is -397.7670 a.u.

For reference, the natural (NBO) charges in units of e are: -0.91, 0.65, -0.58, -0.19, -0.48, 0.71, -0.65, 0.45, 0.40, 0.22, 0.23, 0.15

Entry 5:
Entry from the Open Molecules 2025 dataset: a structure of composition C5H12O2 (ωB97M-V/def2-TZVPD).

Element x y z (Å)
1 C -0.38 0.13 0.17
2 C 1.33 -1.06 -1.35
3 C 0.79 0.57 -0.53
4 C -0.19 -0.60 1.48
5 C -0.89 1.97 0.61
6 O -1.36 -0.40 -0.64
7 O 0.71 -2.29 -1.08
8 H -2.10 -0.70 -0.10
9 H -0.20 -2.22 -1.40
10 H 1.25 -0.80 -2.41
11 H 2.37 -1.18 -1.06
12 H 1.62 0.82 0.12
13 H 0.64 1.23 -1.37
14 H -1.12 -0.59 2.05
15 H 0.07 -1.65 1.30
16 H 0.59 -0.14 2.08
17 H -1.20 1.99 1.66
18 H -1.75 2.13 -0.03
19 H -0.18 2.79 0.49

Its LUMO energy is 0.02749 hartree. For the orbital gap, the calculation gives 8.65 eV. For the HOMO energy, the calculation gives -7.905 eV. The value obtained for the max |F| is 6.14 eV/Å. The calculated total energy is -348.0783 a.u.

For reference, the natural (NBO) charges in units of e are: 0.35, -0.08, -0.43, -0.67, -0.69, -0.72, -0.72, 0.48, 0.48, 0.15, 0.17, 0.22, 0.22, 0.21, 0.24, 0.22, 0.19, 0.20, 0.20

Entry 6:
Entry from the Open Molecules 2025 dataset: the molecule C13H8N2 (ωB97M-V/def2-TZVPD).

Element x y z (Å)
1 C -1.14 -1.27 3.39
2 C -2.62 1.27 1.66
3 C -0.09 -0.80 -2.32
4 C -1.45 -0.54 -2.24
5 C 0.72 -0.63 -1.23
6 C -2.01 -0.10 -1.08
7 C 0.23 -0.01 -0.06
8 C -1.20 0.12 0.05
9 C 0.99 -0.91 2.02
10 C 0.00 -1.26 2.73
11 C -0.07 1.20 1.85
12 C 0.91 0.32 1.20
13 C -1.38 0.82 1.24
14 N -2.05 -1.33 4.12
15 N -3.74 1.46 1.92
16 H 0.21 -0.96 -3.34
17 H -2.00 -0.50 -3.24
18 H 1.78 -0.59 -1.44
19 H -3.15 0.31 -0.96
20 H 2.00 -1.36 1.99
21 H -0.12 1.12 2.94
22 H 0.02 2.28 1.83
23 H 2.00 0.64 1.19

Its LUMO energy (spin up / spin down) is -0.05646 / -0.05084 hartree. For the orbital gap (spin up / spin down), the calculation gives 7.46 / 6.46 eV. For the HOMO energy (spin up / spin down), the calculation gives -8.998 / -7.843 eV. The value obtained for the max |F| is 3.87 eV/Å. The calculated total energy is -609.5000 a.u.

For reference, the natural (NBO) charges in units of e are: 0.12, 0.24, -0.19, -0.21, -0.21, -0.18, 0.04, -0.08, -0.18, 0.04, -0.43, -0.30, -0.05, -0.23, -0.27, 0.22, 0.23, 0.21, 0.24, 0.24, 0.24, 0.25, 0.25